[1]
139
Properties=species:S:1:pos:R:3:lowdin_charge:R:1 method="wB97M-V/def2-TZVPD" e_lumo_ha=-0.096 max_force_ev_per_a=4.7 gap_ev=8.7 spin_multiplicity=1 total_charge=+1
H 1.38 1.28 -3.94 0.1428
H -2.98 -4.24 -5.13 0.0899
C 0.55 -1.62 -6.82 -0.0943
C -2.79 6.72 3.31 -0.2596
N -3.05 -4.45 -1.03 0.1164
C -5.68 -5.01 -1.15 -0.1974
H -6.20 -4.46 -0.36 0.1177
H -4.08 -2.84 -4.50 0.0857
N 8.38 -2.40 5.69 0.1451
C -5.90 -6.52 -0.96 -0.2757
Br 2.80 -3.76 -6.44 0.6673
H 7.91 3.88 3.45 0.1117
C 0.36 -0.95 -5.38 -0.1976
C 0.90 -3.19 -6.68 -0.6881
H -0.64 0.68 -2.00 0.1220
H -6.08 -4.68 -2.11 0.0694
C 6.34 -3.46 3.25 -0.1183
O 0.06 -4.09 -6.75 0.0179
H -4.13 -7.22 -2.03 0.0688
H -3.48 5.94 1.41 0.0957
F -0.16 1.27 -7.70 -0.0030
C 0.85 2.85 -6.15 -0.0227
H 4.49 -3.29 0.30 0.0983
C -4.21 -4.70 -1.09 -0.1985
N -0.03 0.50 -5.40 -0.0126
H 3.76 -0.01 0.23 0.0387
C 6.91 6.37 2.62 -0.1135
H 1.66 3.03 -5.35 0.1021
H 1.14 3.43 -7.09 0.1149
H 3.14 -1.48 -0.64 0.0781
H -11.16 -6.98 -3.76 0.1139
H -6.33 1.49 -0.33 0.1087
H -11.03 -8.73 -3.57 0.1117
H -0.35 2.03 -3.82 0.1584
H 7.15 -4.10 2.88 0.0847
H 6.28 -0.27 4.55 0.1072
C 0.25 1.07 -4.02 -0.0500
N 6.25 -0.64 0.79 0.1406
H 4.22 -0.35 -1.59 0.0861
H -0.22 -2.74 -4.19 0.1669
H 1.40 -0.99 -4.87 0.1638
H -5.10 1.84 0.89 0.1135
C -1.48 5.31 1.74 -0.1867
H -6.97 -6.73 -0.97 0.0867
C 1.60 4.18 4.47 -0.2779
C 6.93 -0.17 5.42 -0.1744
H 6.71 -2.44 3.30 0.0425
C -6.97 2.88 1.18 -0.1747
H 2.21 4.06 3.57 0.1083
H 8.46 0.93 4.38 0.1132
N 6.51 5.03 6.10 0.1397
H -2.27 7.23 1.27 0.1151
C 7.26 4.90 5.21 -0.2157
C -9.13 -7.74 -3.74 -0.1724
H 8.99 5.88 2.42 0.1092
H 6.28 -0.05 6.30 0.1224
C 2.12 0.46 -1.34 -0.7059
H -1.12 -1.75 -2.44 0.1246
C 3.40 -0.37 -0.80 -0.2091
H 6.17 6.57 3.40 0.0684
H 8.18 1.38 7.39 0.0821
H -1.05 0.66 -5.56 0.2041
H -2.45 4.75 4.20 0.0594
H -7.40 2.10 1.81 0.1176
C 8.27 6.01 3.22 -0.2699
H -3.29 -0.72 -6.13 0.1173
H 4.32 -2.93 2.76 0.1142
C 5.39 -3.19 0.90 -0.1817
C 2.52 4.34 5.68 -0.1108
H 6.99 7.27 2.01 0.0726
H -3.56 7.49 3.37 0.1119
H -6.02 3.80 -1.28 0.0799
C 8.22 4.73 4.06 -0.1895
C -10.58 -7.78 -3.27 -0.2665
H 3.17 3.47 5.81 0.0670
C -0.70 -1.72 -4.47 -0.1918
C -10.72 -7.62 -1.76 -0.1108
C 7.85 1.04 5.27 -0.2734
H 3.17 5.21 5.55 0.0672
H 6.16 -3.83 0.47 0.1198
H 4.74 -4.60 2.38 0.1106
H -4.51 2.86 -1.29 0.0678
H 1.95 4.48 6.60 0.0785
N -0.62 4.51 1.67 0.1382
C -5.21 -7.35 -2.04 -0.1128
C 1.18 -0.59 -2.09 -0.2379
C -2.56 6.34 1.85 -0.1783
H -5.58 -7.07 -3.04 0.0647
C 0.65 1.30 -6.50 -0.2530
N -1.05 -1.04 -3.18 0.0057
C -5.89 2.29 0.28 -0.2675
H -5.52 -6.83 0.02 0.1132
H 0.76 -1.29 -1.28 0.1213
H -1.88 7.14 3.73 0.1088
C -6.38 3.95 2.06 -0.1642
H -8.55 -8.54 -3.28 0.1181
H 1.82 -1.25 -2.77 0.1185
H 9.22 4.50 4.46 0.1138
H -7.78 3.31 0.58 0.1198
C -5.26 3.33 -0.65 -0.1094
C 5.86 -1.76 0.83 -0.2152
H 1.70 0.88 -6.72 0.1794
H -9.09 -7.87 -4.83 0.1178
N 2.03 0.72 4.84 0.1257
H 1.02 5.10 4.35 0.0989
H -0.35 -1.45 -7.52 0.1446
C -3.22 5.53 4.17 -0.1176
H 2.39 1.39 -1.94 0.0728
N -5.92 4.78 2.74 0.1563
H -11.77 -7.69 -1.46 0.0755
H 8.61 6.84 3.84 0.1137
C 0.64 3.00 4.61 -0.1965
H 6.10 -3.78 4.26 0.0760
H 9.38 2.14 6.34 0.0655
H 0.00 3.12 5.49 0.1168
C 8.76 1.25 6.48 -0.1053
C -3.01 -3.27 -4.54 -0.0185
C 1.42 1.72 4.74 -0.2221
C -8.51 -6.42 -3.38 -0.1821
H -2.71 -3.41 -3.42 0.0482
H -5.42 -8.41 -1.89 0.0734
H 7.24 1.94 5.13 0.0882
H -4.75 4.11 -0.08 0.0566
C 5.11 -3.57 2.35 -0.2615
N -8.03 -5.38 -3.10 0.1634
I 1.11 1.19 0.49 0.7893
H -10.34 -6.65 -1.42 0.0690
O -2.63 -1.40 -6.38 0.0530
H -10.17 -8.41 -1.23 0.0780
H -0.01 2.93 3.73 0.0741
C -0.10 0.06 -2.82 -0.2862
H 1.45 -1.18 -7.39 0.1205
H -4.14 5.08 3.78 0.0109
H -0.18 3.23 -5.79 0.1051
H -3.40 5.85 5.20 0.0778
H 6.54 5.56 1.99 0.0761
H 9.44 0.40 6.62 0.0718
B -2.11 -2.08 -5.21 -0.3670
C 7.74 -1.42 5.57 -0.2209



[2]
147
Properties=species:S:1:pos:R:3:lowdin_charge:R:1 method="wB97M-V/def2-TZVPD" e_lumo_ha=-0.163 max_force_ev_per_a=5.7 gap_ev=4.6 spin_multiplicity=1 total_charge=+1
H 0.54 -5.95 4.82 0.0858
C -7.52 3.69 -7.49 0.0018
H -0.21 -3.17 9.72 0.0750
C -1.25 -8.81 8.95 -0.1477
P -0.93 -6.21 9.45 0.6607
C -5.50 6.32 -4.79 0.0443
C -3.07 5.89 -3.34 -0.1400
N -6.62 6.62 -5.42 0.1798
H -1.80 1.62 -4.79 0.1139
C 10.98 0.15 -5.09 -0.0990
F -6.22 1.19 -6.75 0.1444
H 1.28 -6.18 11.52 0.0467
F -5.33 2.41 -8.38 0.1479
H -2.81 -6.40 12.62 0.0822
H -0.91 -2.80 0.31 0.0948
C -2.58 -4.66 10.88 -0.1227
H 0.88 5.00 -1.91 0.1019
C -4.50 0.56 -3.78 -0.2505
H -2.07 -3.95 11.54 0.0817
C 1.09 -5.18 11.13 -0.1246
H 5.47 5.76 -2.61 0.1086
C -5.06 -0.70 -3.09 -0.4542
N -8.21 7.55 -7.43 0.0661
H -0.63 -8.95 8.06 0.0797
H 8.93 0.70 -4.74 0.0901
H -2.15 3.48 -3.94 0.1143
H 1.39 3.97 -3.28 0.1121
N -3.48 -0.18 0.04 0.0783
C -3.16 -0.49 -1.16 -0.7080
H 3.69 3.42 -3.29 0.1168
H 5.84 4.24 -5.04 0.1002
H 0.81 -0.85 3.12 0.0746
C -0.73 -5.72 1.68 -0.1271
H 10.76 -0.61 -4.34 0.0652
H 1.96 -4.91 4.60 0.0785
H -2.13 -7.79 11.81 0.0775
H -1.00 1.73 -0.65 0.1343
H -1.96 -4.36 4.06 0.0791
H 1.81 -6.50 2.50 0.0742
H 9.38 1.66 -2.84 0.1077
N -0.66 -7.87 9.89 -0.3338
C 5.33 4.74 -2.97 -0.2077
H 3.11 5.12 -1.49 0.1134
C 6.35 4.42 -4.09 -0.1931
H -1.27 -4.01 5.64 0.0755
P 0.80 -3.54 2.61 0.6594
H -1.39 -9.78 9.43 0.0800
H 9.49 1.19 -6.33 0.0965
H -3.78 -0.46 -5.54 0.1152
H -0.75 -0.28 2.54 0.0726
N -0.45 -2.35 2.34 -0.3236
C -5.41 4.15 -5.93 0.0323
C -2.68 1.46 -5.40 -0.1022
C -5.13 1.88 -7.16 -0.5494
C -4.87 5.11 -5.02 -0.0575
C 0.44 -3.90 9.22 -0.1326
C -7.21 5.74 -6.27 -0.2616
H 9.45 3.21 -5.29 0.0953
C -3.40 0.22 -4.78 -0.1778
H 8.37 3.76 -1.96 0.1107
H -0.65 4.73 -4.73 0.1026
H 0.12 -3.98 8.18 0.0513
H 0.70 -9.40 10.31 0.0810
H -2.62 -0.32 -4.24 0.0893
H -7.73 2.69 -7.14 0.0911
C -3.65 4.88 -4.29 -0.1205
N -2.58 0.82 0.41 0.0662
H 3.79 4.80 -4.43 0.1073
H -1.96 -1.61 1.10 0.0400
C -1.40 -2.52 1.26 -0.1323
H -1.59 -5.06 1.55 0.0459
C 3.87 4.49 -3.38 -0.2219
N 0.52 -4.99 1.74 -0.3066
C 2.89 5.31 -2.54 -0.2115
N 0.12 -4.00 4.08 -0.3129
H 2.07 -4.72 11.00 0.0865
C -1.82 1.03 -0.59 -0.1825
H -1.30 6.56 -2.37 0.1254
H -7.06 7.50 -5.22 0.1810
S -3.85 -1.70 -2.21 0.9943
C 9.69 2.63 -3.23 -0.2042
H 0.94 7.02 -3.47 0.1180
C 9.78 1.12 -5.28 -0.2624
H 11.23 -0.34 -6.02 0.0637
C -1.22 -3.75 4.58 -0.0971
H 7.01 5.28 -4.22 0.0999
H -3.18 6.92 -3.70 0.1128
H 11.14 2.77 -4.86 0.1011
C 0.81 5.99 -3.82 -0.2152
H 0.53 -0.71 1.38 0.0739
H -5.84 -0.36 -2.41 0.0836
O 1.88 -2.92 1.78 -0.2951
H -5.36 1.04 -4.24 0.1070
C 0.06 -0.98 2.34 -0.1512
H -5.10 7.06 -4.11 0.1437
O -2.12 0.24 -1.64 0.0147
H 11.85 0.72 -4.76 0.0634
C 0.68 -8.31 10.27 -0.1310
C -4.69 2.92 -6.15 0.0181
C -0.65 5.69 -4.20 -0.2089
H -2.23 -8.46 8.62 0.0741
H 5.57 4.09 -2.12 0.1052
H 1.45 -7.98 9.57 0.0903
H -1.50 -2.70 4.50 0.0764
H 1.38 5.92 -4.76 0.1169
C -3.54 2.71 -5.40 -0.0925
H -7.11 3.70 -8.49 0.1023
H -2.33 1.22 -6.40 0.1245
H -8.50 4.16 -7.59 0.0891
H -5.57 -1.28 -3.85 0.0877
N 0.40 -5.20 9.86 -0.3026
H 1.45 -3.50 9.21 0.0824
F -4.20 0.94 -7.38 0.1330
H 6.68 2.52 -3.08 0.1113
H -3.60 -4.78 11.24 0.0806
H 1.53 -6.55 0.74 0.0790
C -3.06 3.68 -4.49 0.0352
H 10.53 3.00 -2.65 0.1037
H 2.57 -5.31 1.42 0.0717
H -0.72 -6.37 0.81 0.0845
O -8.36 6.18 -6.82 -0.0160
C 7.23 3.20 -3.73 -0.2090
H 3.10 6.36 -2.75 0.1115
H 0.93 -7.99 11.28 0.0553
H -1.46 4.82 -2.37 0.1074
H -1.01 6.44 -4.91 0.1201
C -1.59 5.71 -2.99 -0.1999
H 7.45 2.66 -4.66 0.0950
C -6.68 4.51 -6.56 -0.0537
C 1.42 4.98 -2.86 -0.2112
C -1.96 -6.73 12.02 -0.1033
H -2.65 -4.20 9.89 0.0762
C 8.52 3.61 -3.03 -0.2190
H -2.15 -3.28 1.51 0.0630
H -0.91 -6.35 2.56 0.0838
H 8.85 4.57 -3.44 0.1052
C 0.91 -4.92 4.91 -0.1100
O -0.73 -6.33 7.97 -0.2964
N -1.88 -5.94 10.82 -0.3184
H 0.56 -4.60 11.91 0.0827
H -4.08 1.20 -2.99 0.1061
C 10.09 2.53 -4.73 -0.2124
H -3.64 5.81 -2.41 0.1395
O -9.22 8.07 -7.45 0.1765
C 1.66 -5.88 1.60 -0.1343
H 0.88 -4.63 5.96 0.0649
H -1.07 -6.63 12.64 0.0784



Asked for E_tot across the records above, the calculation gives -147432.83458, -109651.48048 eV in order.